Record 1
Here is C2H26F6NO17S2 as an isolated structure from OMol25. Energies are from the ωB97M-V functional and the def2-TZVPD basis.

For the energy above the lowest of the compared OMol25 structures with the same formula, charge and spin, the calculation gives 1.071 eV. As for the total charge: -1. As for the LUMO energy: 1.43 eV. As for the frontier orbital gap: 8.8 eV. Its spin multiplicity is 1. The calculation puts the HOMO energy at -7.41 eV. For the total energy, the calculation gives -2821.26707 Ha.

Geometry as XYZ:
```
54
Properties=species:S:1:pos:R:3:forces:R:3:nbo_charge:R:1
C 13.39632 10.91933 10.12371 0.6 -1.0 1.7 0.78
F 13.90447 10.56015 8.95638 0.0 0.1 -0.5 -0.32
F 13.54917 12.20513 10.35664 0.2 0.6 -0.6 -0.31
F 12.13181 10.59448 10.18167 -0.3 -0.1 -0.2 -0.29
S 14.35206 10.00339 11.49351 -0.8 -0.6 1.2 2.17
O 13.81331 8.66354 11.55467 -0.2 0.9 -0.6 -0.93
O 15.76033 10.09058 11.15736 -0.7 0.5 0.0 -0.96
N 13.85162 10.84204 12.87939 1.2 -1.4 -1.7 -1.24
S 15.12613 11.48605 13.58258 1.7 1.0 0.0 2.18
O 16.11765 10.55553 14.09756 -1.3 0.5 0.1 -0.93
O 15.66041 12.56925 12.76646 -0.3 0.0 0.8 -0.98
C 14.31276 12.33497 15.09128 0.2 -0.9 -1.4 0.77
F 13.71562 11.43091 15.84920 -0.1 0.0 0.2 -0.30
F 15.26110 12.94149 15.78982 0.2 0.1 0.2 -0.32
F 13.43836 13.22587 14.66845 -0.2 0.2 0.1 -0.30
O 9.70760 10.57794 11.33642 -0.5 -0.2 0.1 -0.90
H 9.43932 9.66210 11.19642 0.1 0.0 0.0 0.46
H 9.65242 10.98067 10.46834 0.1 0.0 0.0 0.44
O 10.26513 10.91463 7.88695 -0.1 0.2 -0.2 -0.94
H 10.31234 11.29502 7.00239 0.0 0.0 0.1 0.48
H 9.84001 11.59268 8.42076 0.1 -0.1 0.0 0.47
O 18.41827 11.79571 12.24038 0.2 0.2 -0.2 -0.97
H 18.29805 11.06325 11.62624 -0.1 0.0 0.1 0.48
H 17.71261 12.41524 12.01085 -0.1 -0.2 0.1 0.49
O 11.45953 14.20073 10.17812 0.0 0.4 -0.4 -0.94
H 12.05922 14.95168 10.09746 0.0 -0.1 0.1 0.48
H 10.90308 14.24537 9.39473 0.0 0.0 0.1 0.47
O 18.28826 9.48070 9.71684 0.2 -0.1 0.0 -0.94
H 17.79226 8.94855 9.08665 0.0 0.0 0.0 0.47
H 18.57261 8.85406 10.39271 0.0 0.0 -0.1 0.47
O 16.41040 6.79237 11.06283 0.4 -0.2 -0.2 -0.93
H 16.29679 7.36957 10.30165 -0.2 0.1 0.2 0.46
H 17.03542 7.26194 11.62580 -0.2 0.0 0.1 0.47
O 18.19815 13.42029 14.69964 0.1 0.0 -0.1 -0.97
H 18.11133 12.70575 14.04766 0.1 0.0 0.1 0.50
H 17.29311 13.64595 14.92707 0.0 0.0 0.0 0.46
O 11.39353 9.78364 14.05177 0.1 -0.2 0.2 -0.96
H 11.48652 8.86549 14.32819 0.1 0.0 0.0 0.46
H 12.29740 10.04808 13.80804 -0.4 -0.1 -0.1 0.48
O 11.13791 8.06270 7.85731 0.0 0.1 -0.1 -0.95
H 11.45762 7.88692 6.96748 0.0 0.0 0.1 0.46
H 11.01426 9.02312 7.89045 -0.1 -0.1 0.1 0.49
O 11.52403 12.56060 12.48552 0.5 0.4 -0.2 -0.97
H 12.39793 12.13044 12.54394 -0.6 0.2 0.1 0.47
H 11.60810 13.19452 11.75359 -0.1 -0.4 0.4 0.47
O 14.14391 7.70987 14.11203 -0.3 -0.3 -0.3 -0.98
H 14.42137 8.59834 14.35688 0.1 0.0 -0.1 0.47
H 13.95991 7.76236 13.14956 0.2 0.1 0.8 0.49
O 13.92874 13.10190 6.85294 -0.1 -0.1 0.1 -0.95
H 14.21627 12.82449 7.73536 0.1 0.0 -0.1 0.49
H 13.48371 13.94252 6.99349 0.1 0.0 0.0 0.46
O 16.46316 11.90782 8.78460 -0.1 0.2 0.0 -0.96
H 16.34208 11.21414 8.13004 0.0 0.0 0.0 0.46
H 16.57038 11.43421 9.62218 0.0 -0.1 0.0 0.50
```
Positions in Å, forces in eV/Å.



Record 2
Here is a single C4H11NO molecule from OMol25. Energies are from the ωB97M-V functional and the def2-TZVPD basis.

For the energy above the lowest of the compared OMol25 structures with the same formula, charge and spin, the calculation gives 3.005 eV. As for the LUMO energy: 0.85 eV. As for the frontier orbital gap: 8.8 eV. Its spin multiplicity is 1. The calculation puts the HOMO energy at -7.99 eV. For the total energy, the calculation gives -288.90657 Ha. The SMILES is CNCCCO.

Geometry as XYZ:
```
17
Properties=species:S:1:pos:R:3:forces:R:3:nbo_charge:R:1
C 0.01418 1.81816 -1.51452 -1.6 -3.9 1.0 -0.40
N -0.88150 0.64539 -1.02915 1.3 1.1 -2.0 -0.64
C -0.90645 0.12151 0.32841 -4.4 0.2 -0.7 -0.23
C -0.53814 -1.37260 0.36153 0.2 1.0 1.4 -0.44
C 0.85706 -1.29006 1.08520 1.1 -2.0 -0.5 -0.07
O 1.49894 -0.04678 0.81774 0.6 -0.4 -0.8 -0.74
H -0.37081 2.17339 -2.42264 -0.5 0.1 -1.5 0.19
H -0.16849 2.56612 -0.85025 0.1 2.2 2.1 0.19
H 1.01822 1.48990 -1.58896 1.2 0.1 0.0 0.18
H -0.71115 -0.11285 -1.68836 -0.2 0.3 0.3 0.34
H -0.45276 0.70988 1.05931 1.5 0.9 0.7 0.21
H -1.98147 0.33091 0.65387 0.7 -1.0 -0.3 0.17
H -1.22115 -1.98180 1.06068 0.9 0.8 -1.4 0.22
H -0.62472 -1.64956 -0.72542 0.6 -0.7 1.4 0.21
H 1.61312 -2.19353 0.78507 -1.9 1.9 1.0 0.17
H 0.67396 -1.20695 2.18574 -0.1 -1.1 -0.7 0.17
H 2.18116 -0.00113 1.48175 0.5 0.3 0.1 0.47
```
Positions in Å, forces in eV/Å.



Record 3
Here is C13H21AgAlBrO as an isolated structure from OMol25. Energies are from the ωB97M-V functional and the def2-TZVPD basis.

As for the total charge: +1. As for the LUMO energy (alpha / beta): -5.51 / -5.51 eV. As for the frontier orbital gap (alpha / beta): 5.7 / 6.0 eV. Its spin multiplicity is 2. The calculation puts the HOMO energy (alpha / beta) at -11.24 / -11.49 eV. For the total energy, the calculation gives -3546.26829 Ha.

Geometry as XYZ:
```
38
Properties=species:S:1:pos:R:3:forces:R:3:lowdin_spin:R:1
C 0.58971 -2.48726 0.31499 -0.2 0.0 0.0 0.02
C -0.15151 -2.14180 -0.93169 0.0 0.1 -0.2 0.12
C -1.27599 -2.83637 -1.31842 -0.1 0.0 -0.1 -0.01
C -1.99231 -2.50394 -2.47014 0.3 0.1 0.1 0.18
C -1.58833 -1.43035 -3.27258 0.1 -0.1 0.2 0.00
C -0.47095 -0.72278 -2.92057 -0.1 -0.1 0.1 0.12
C 0.29647 -1.07295 -1.76960 -0.2 0.2 0.1 0.09
C 1.46290 -0.33425 -1.48353 0.3 -0.8 -0.9 0.30
Al 0.87660 1.15907 0.00006 -0.1 0.6 0.5 0.08
C 1.66156 0.69434 1.77142 0.0 -0.2 -0.3 0.03
C 2.82859 -0.25917 1.86256 0.3 -0.1 0.1 0.00
O 2.88086 -0.85294 3.16373 -0.2 0.1 0.0 0.00
C -1.15822 1.10711 -0.02634 0.5 0.1 0.0 0.00
C -1.84347 2.18460 0.77715 0.2 -0.3 0.1 0.00
C -0.97225 3.13012 1.56268 -0.1 0.2 0.0 0.00
Br -2.94967 3.37101 -0.47329 -0.5 0.1 0.7 0.00
H 0.01152 -3.17564 0.91717 -0.1 -0.2 0.1 0.00
H 0.79464 -1.60723 0.92183 0.0 0.1 0.0 0.00
H 1.54250 -2.95614 0.08379 0.2 -0.1 0.0 0.01
H -1.61076 -3.65856 -0.70744 -0.1 -0.2 0.1 0.00
H -2.86430 -3.07490 -2.74083 -0.1 -0.1 0.0 0.01
H -2.14733 -1.17591 -4.15608 -0.1 0.1 -0.2 0.00
H -0.13582 0.10531 -3.52317 0.1 0.1 -0.1 0.00
H 1.80051 0.26698 -2.31696 0.1 0.4 0.1 0.01
H 2.27628 -0.85898 -0.99723 0.0 0.1 0.5 0.02
H 1.42497 2.53105 -0.60719 0.0 -0.1 -0.2 0.02
H 0.88590 0.32008 2.43928 -0.2 -0.1 0.1 0.00
H 1.99554 1.64872 2.17825 -0.1 0.2 0.1 0.00
H 3.74972 0.29496 1.69588 0.2 0.0 -0.2 0.00
H 2.78925 -1.05372 1.11366 0.0 0.0 0.0 0.00
H 3.21385 -1.74817 3.08963 0.2 -0.1 0.0 0.00
H -1.43558 1.16047 -1.07292 -0.1 0.0 -0.2 0.00
H -1.49944 0.13702 0.32667 -0.2 -0.2 0.0 0.00
H -2.59088 1.74297 1.42834 -0.3 0.0 0.0 0.00
H -1.53656 3.78565 2.22991 -0.1 0.1 0.1 0.00
H -0.30536 2.54187 2.18643 0.1 -0.1 0.1 0.00
H -0.38947 3.76339 0.90482 0.3 0.0 -0.1 0.00
Ag -4.16316 4.00635 1.81970 0.2 0.0 -0.6 0.00
```
Positions in Å, forces in eV/Å.



Maximum force: 2.48, 4.44, 1.25 (eV Å⁻¹)